Molecular formula: C18H48O10
Method: DFT, ωB97M-V/def2-TZVPD

Results
* Kohn-Sham gap: 10.0 eV
* energy above the lowest of the compared OMol25 structures with the same formula, charge and spin: 103.80 kcal/mol
* E_HOMO: -9.29 eV

Geometry as ORCA input:
```
! wB97M-V def2-TZVPD RIJCOSX def2/J DEFGRID3
* xyz 0 1
O -1.55 2.36 -2.58
O -1.01 -0.88 -0.62
O 1.96 6.37 0.78
O -0.91 -2.77 2.93
O 0.50 -3.23 -1.69
O -0.73 -3.01 -4.55
O 2.98 2.52 1.45
O 0.15 -5.39 0.60
O 1.16 1.64 3.57
O -2.58 4.71 -1.51
C -1.16 -3.68 -3.41
C -2.55 2.42 -1.61
C 1.02 6.11 1.81
C -1.88 -2.50 -5.32
C 0.31 1.60 4.72
C -0.14 -3.31 1.88
C -1.02 -1.35 2.73
C -0.45 -4.83 1.80
C 3.56 2.07 0.23
C -1.76 1.40 -3.56
C -0.10 -6.76 0.47
C -1.96 5.87 -0.92
C -0.01 0.13 -0.38
C 3.32 1.79 2.62
C -0.06 -4.27 -2.58
C -2.33 3.58 -0.73
C 2.43 2.28 3.78
C 1.86 -3.39 -1.32
H -2.54 6.32 -0.10
H 0.50 -7.27 1.16
H -2.62 1.53 -0.97
H 0.35 5.28 1.61
H 0.86 1.03 5.50
H 0.09 0.20 0.70
H 4.66 2.11 0.25
H -1.26 3.49 -0.52
H -1.61 -1.13 1.83
H -1.73 0.36 -3.10
H 1.92 -4.18 -0.59
H -0.04 -0.84 2.65
H -0.05 -5.45 2.62
H 2.93 1.85 4.68
H 2.85 6.01 1.02
H 3.25 1.02 -0.01
H 3.18 0.68 2.43
H -1.48 -1.93 -6.16
H 2.17 -2.39 -0.85
H -0.52 -1.52 -1.17
H -2.40 -3.34 -5.74
H 0.11 -7.07 -0.57
H -1.97 6.59 -1.70
H -2.64 -1.92 -4.78
H 0.76 -4.75 -3.17
H -0.70 1.20 4.47
H 2.54 -3.46 -2.19
H -1.65 -2.95 -2.81
H -3.51 2.57 -2.15
H -0.44 -2.86 0.91
H 3.28 2.83 -0.50
H 4.34 1.95 2.93
H -0.31 1.16 -0.78
H 2.40 3.38 3.88
H 1.00 -0.13 -0.78
H -2.68 1.50 -4.09
H -1.50 -5.02 1.85
H -1.89 -4.43 -3.69
H 0.56 7.05 1.98
H -0.93 5.55 -0.74
H -1.16 -6.96 0.70
H 0.94 -3.12 1.94
H -1.46 -0.83 3.58
H -3.01 3.52 0.15
H -0.91 1.44 -4.24
H 0.15 2.60 5.13
H 1.54 5.88 2.78
H -0.45 -5.05 -1.97
*
```

Molecular formula: C18H48O18S6
Method: DFT, ωB97M-V/def2-TZVPD

Results
* Kohn-Sham gap: 10.9 eV
* energy above the lowest of the compared OMol25 structures with the same formula, charge and spin: 59.60 kcal/mol
* E_HOMO: -10.85 eV

Geometry as ORCA input:
```
! wB97M-V def2-TZVPD RIJCOSX def2/J DEFGRID3
* xyz 0 1
S -9.38 9.50 11.91
S -5.53 9.79 7.49
S -3.31 3.49 10.51
S -2.61 -0.81 13.24
S -3.22 6.08 6.08
S 3.64 1.23 10.24
O -6.49 10.93 8.12
O 4.26 2.42 10.76
O -3.84 2.49 9.59
O -2.88 6.62 4.79
O -2.52 0.45 13.94
O -1.97 3.90 10.18
O 4.07 0.72 8.97
O -10.05 8.80 10.84
O -7.82 9.69 11.41
O -3.36 6.97 7.22
O -4.53 9.61 8.51
O -4.57 5.21 5.88
O -9.88 10.78 12.34
O 2.01 1.41 10.22
O -5.20 10.28 6.18
O -3.71 -1.70 13.41
O -2.50 -0.44 11.68
O -4.34 4.74 10.56
C -2.08 4.77 6.53
C -8.81 11.54 8.29
C 1.48 2.63 10.72
C -3.37 2.84 12.20
C -1.01 -1.60 13.49
C -5.15 4.49 6.99
C -7.65 11.32 7.34
C -2.68 -1.48 10.66
C 3.76 -0.09 11.41
C -9.06 8.35 13.28
C 0.31 2.44 11.68
C -2.50 -0.73 9.35
C -5.81 10.85 11.08
C -6.66 8.35 7.31
C -4.48 7.11 10.61
C -7.23 10.97 11.65
C -6.47 3.99 6.43
C -3.97 5.89 11.33
H -1.14 -2.01 14.49
H -2.30 2.94 12.39
H -5.55 7.28 10.76
H -5.55 11.61 10.34
H -3.70 -1.84 10.76
H -6.89 7.88 8.26
H -5.72 9.89 10.60
H -5.34 5.10 7.87
H -4.04 3.39 12.84
H 1.17 3.27 9.89
H 0.66 2.11 12.65
H -3.20 0.10 9.22
H -2.40 4.53 7.55
H 3.29 0.25 12.34
H -4.53 3.62 7.22
H -7.77 11.85 11.32
H 4.84 -0.21 11.51
H -8.48 12.24 9.07
H -3.88 8.00 10.81
H -9.68 11.98 7.82
H -2.58 -1.44 8.53
H -2.88 5.95 11.44
H 3.21 -1.00 11.20
H -6.01 7.70 6.71
H -9.02 10.60 8.78
H -1.54 -0.22 9.25
H -4.35 6.96 9.53
H -0.19 3.41 11.79
H -8.25 8.80 13.86
H -1.06 5.12 6.54
H -0.90 -2.35 12.71
H -6.97 4.93 6.14
H -4.97 11.05 11.76
H -7.84 10.56 6.59
H -9.90 8.15 13.95
H -7.40 12.22 6.78
H -6.41 3.61 5.41
H -3.68 1.81 12.09
H -0.41 1.84 11.11
H -7.40 8.61 6.56
H -7.08 3.52 7.19
H 2.17 3.24 11.31
H -0.22 -0.87 13.35
H -4.28 5.82 12.38
H -1.83 -2.15 10.82
H -8.66 7.44 12.85
H -2.36 3.84 6.03
H -7.14 11.10 12.73
*
```

Molecular formula: C18H48O6
Method: DFT, ωB97M-V/def2-TZVPD

Results
* Kohn-Sham gap: 10.2 eV
* energy above the lowest of the compared OMol25 structures with the same formula, charge and spin: 4.33 kcal/mol
* E_HOMO: -9.67 eV

Geometry as ORCA input:
```
! wB97M-V def2-TZVPD RIJCOSX def2/J DEFGRID3
* xyz 0 1
O -5.03 -6.03 14.14
O -6.98 -7.73 15.48
O -5.51 -3.88 12.16
O -13.21 -9.64 9.49
O -7.93 -10.85 16.21
O -7.94 -8.67 18.29
C -7.79 -7.96 13.23
C -5.97 -5.47 10.38
C -7.81 -4.13 11.45
C -12.13 -8.74 9.73
C -11.98 -8.42 11.21
C -6.36 -4.15 11.03
C -3.64 -6.29 14.28
C -9.38 -8.83 18.31
C -12.24 -7.47 8.90
C -9.03 -6.52 14.86
C -8.18 -7.78 14.67
C -3.16 -7.19 13.14
C -5.53 -10.71 16.39
C -6.81 -12.66 17.37
C -10.04 -7.50 18.66
C -2.93 -4.95 14.31
C -6.74 -11.62 16.26
C -9.72 -9.90 19.35
H -6.68 -5.75 9.60
H -2.08 -7.16 12.98
H -9.67 -9.24 17.34
H -11.05 -7.63 19.07
H -9.02 -6.22 15.91
H -9.45 -6.95 19.39
H -5.49 -10.07 15.51
H -13.11 -6.87 9.18
H -8.68 -7.78 12.62
H -7.29 -7.57 16.38
H -5.82 -13.08 17.57
H -1.89 -5.05 13.99
H -9.72 -9.46 20.35
H -3.39 -4.25 13.60
H -9.04 -10.75 19.32
H -7.43 -13.52 17.08
H -14.01 -9.21 9.80
H -5.51 -6.86 14.31
H -6.65 -12.11 15.29
H -7.19 -12.25 18.30
H -3.46 -6.81 15.22
H -7.80 -10.07 16.75
H -8.00 -4.95 12.15
H -8.59 -5.70 14.30
H -5.61 -10.01 17.23
H -6.15 -3.32 10.35
H -3.61 -6.88 12.19
H -11.33 -6.88 9.03
H -8.05 -3.19 11.94
H -4.97 -5.41 9.95
H -11.85 -9.35 11.78
H -10.16 -6.90 17.75
H -8.47 -4.28 10.59
H -11.06 -7.85 11.36
H -12.80 -7.81 11.57
H -10.05 -6.70 14.52
H -7.63 -8.58 19.20
H -8.75 -8.65 15.02
H -6.02 -6.27 11.12
H -7.07 -7.18 12.96
H -5.53 -4.65 12.75
H -11.22 -9.26 9.40
H -4.56 -11.20 16.47
H -12.32 -7.73 7.84
H -7.40 -8.93 12.94
H -10.72 -10.32 19.19
H -3.45 -8.22 13.33
H -2.91 -4.50 15.30
*
```

Molecular formula: C18H49F6NO14S2V2
Method: DFT, ωB97M-V/def2-TZVPD

Results
* Kohn-Sham gap (spin up / spin down): 6.7 / 8.0 eV
* E_HOMO (spin up / spin down): -7.34 / -8.66 eV

Geometry as ORCA input:
```
! wB97M-V def2-TZVPD RIJCOSX def2/J DEFGRID3
* xyz 0 7
V 16.39 -19.84 19.15
V 19.06 -17.73 19.00
S 15.74 -17.45 21.13
S 13.43 -18.78 20.81
F 15.07 -18.44 23.63
F 16.53 -16.85 23.74
F 16.93 -18.93 23.13
F 11.40 -18.14 19.26
F 13.14 -18.62 18.11
F 13.03 -16.71 19.12
O 12.91 -20.15 20.88
O 20.67 -17.87 17.41
O 18.61 -19.62 20.36
O 18.94 -19.35 15.56
O 19.97 -16.92 20.88
O 19.11 -13.92 24.34
O 12.93 -17.94 21.87
O 17.29 -18.29 18.02
O 17.79 -21.11 17.59
O 14.90 -16.23 21.08
O 17.06 -17.27 20.55
O 21.23 -14.35 17.41
O 18.96 -15.66 18.21
O 22.18 -16.24 15.16
N 15.01 -18.87 20.46
C 17.75 -13.61 22.39
C 22.55 -13.99 17.47
C 20.89 -14.82 13.68
C 18.91 -21.85 17.98
C 17.94 -13.41 23.89
C 19.23 -23.04 16.98
C 16.12 -17.90 23.03
C 19.37 -18.84 14.33
C 12.72 -17.96 19.16
C 21.75 -16.09 13.88
C 18.00 -14.98 17.56
C 21.60 -18.91 17.76
C 17.34 -13.98 18.57
C 21.30 -16.42 21.17
C 22.93 -12.41 17.53
C 19.34 -20.51 21.24
C 21.25 -15.08 22.00
C 18.95 -19.92 13.38
H 20.60 -15.31 22.85
H 18.63 -22.20 18.98
H 19.23 -19.51 12.41
H 19.65 -20.06 22.19
H 19.10 -17.82 14.06
H 18.11 -20.77 16.75
H 20.45 -18.87 14.47
H 19.73 -21.17 18.22
H 18.34 -14.53 16.63
H 17.35 -15.77 17.19
H 22.50 -11.95 18.42
H 19.25 -13.37 25.12
H 22.99 -14.51 18.32
H 17.93 -12.36 24.17
H 18.37 -12.95 21.77
H 21.39 -13.94 13.28
H 21.53 -19.84 17.19
H 17.87 -20.08 13.34
H 19.67 -17.22 21.74
H 18.45 -23.78 17.12
H 20.18 -23.42 17.35
H 20.11 -15.01 12.94
H 20.77 -14.38 21.31
H 16.83 -14.30 19.48
H 19.55 -20.82 13.52
H 17.06 -13.81 24.40
H 19.24 -18.69 16.20
H 21.49 -19.09 18.83
H 21.88 -17.20 21.67
H 22.63 -18.59 17.63
H 18.99 -21.49 21.59
H 16.66 -13.37 17.98
H 22.53 -11.91 16.64
H 24.00 -12.24 17.44
H 17.06 -18.02 17.10
H 22.60 -16.08 13.19
H 19.32 -22.61 15.98
H 21.19 -14.91 16.64
H 19.79 -15.21 18.07
H 18.14 -13.36 18.97
H 21.73 -16.15 20.21
H 20.38 -14.44 14.56
H 21.23 -16.91 13.39
H 21.67 -16.88 15.68
H 17.96 -14.62 22.02
H 22.98 -14.33 16.53
H 20.33 -20.65 20.79
H 16.70 -13.53 22.10
H 22.21 -14.67 22.28
*
```

What did the second record say?
Molecular formula: C18H48O18S6
Method: DFT, ωB97M-V/def2-TZVPD

Results
* Kohn-Sham gap: 10.9 eV
* energy above the lowest of the compared OMol25 structures with the same formula, charge and spin: 59.60 kcal/mol
* E_HOMO: -10.85 eV

Geometry as ORCA input:
```
! wB97M-V def2-TZVPD RIJCOSX def2/J DEFGRID3
* xyz 0 1
S -9.38 9.50 11.91
S -5.53 9.79 7.49
S -3.31 3.49 10.51
S -2.61 -0.81 13.24
S -3.22 6.08 6.08
S 3.64 1.23 10.24
O -6.49 10.93 8.12
O 4.26 2.42 10.76
O -3.84 2.49 9.59
O -2.88 6.62 4.79
O -2.52 0.45 13.94
O -1.97 3.90 10.18
O 4.07 0.72 8.97
O -10.05 8.80 10.84
O -7.82 9.69 11.41
O -3.36 6.97 7.22
O -4.53 9.61 8.51
O -4.57 5.21 5.88
O -9.88 10.78 12.34
O 2.01 1.41 10.22
O -5.20 10.28 6.18
O -3.71 -1.70 13.41
O -2.50 -0.44 11.68
O -4.34 4.74 10.56
C -2.08 4.77 6.53
C -8.81 11.54 8.29
C 1.48 2.63 10.72
C -3.37 2.84 12.20
C -1.01 -1.60 13.49
C -5.15 4.49 6.99
C -7.65 11.32 7.34
C -2.68 -1.48 10.66
C 3.76 -0.09 11.41
C -9.06 8.35 13.28
C 0.31 2.44 11.68
C -2.50 -0.73 9.35
C -5.81 10.85 11.08
C -6.66 8.35 7.31
C -4.48 7.11 10.61
C -7.23 10.97 11.65
C -6.47 3.99 6.43
C -3.97 5.89 11.33
H -1.14 -2.01 14.49
H -2.30 2.94 12.39
H -5.55 7.28 10.76
H -5.55 11.61 10.34
H -3.70 -1.84 10.76
H -6.89 7.88 8.26
H -5.72 9.89 10.60
H -5.34 5.10 7.87
H -4.04 3.39 12.84
H 1.17 3.27 9.89
H 0.66 2.11 12.65
H -3.20 0.10 9.22
H -2.40 4.53 7.55
H 3.29 0.25 12.34
H -4.53 3.62 7.22
H -7.77 11.85 11.32
H 4.84 -0.21 11.51
H -8.48 12.24 9.07
H -3.88 8.00 10.81
H -9.68 11.98 7.82
H -2.58 -1.44 8.53
H -2.88 5.95 11.44
H 3.21 -1.00 11.20
H -6.01 7.70 6.71
H -9.02 10.60 8.78
H -1.54 -0.22 9.25
H -4.35 6.96 9.53
H -0.19 3.41 11.79
H -8.25 8.80 13.86
H -1.06 5.12 6.54
H -0.90 -2.35 12.71
H -6.97 4.93 6.14
H -4.97 11.05 11.76
H -7.84 10.56 6.59
H -9.90 8.15 13.95
H -7.40 12.22 6.78
H -6.41 3.61 5.41
H -3.68 1.81 12.09
H -0.41 1.84 11.11
H -7.40 8.61 6.56
H -7.08 3.52 7.19
H 2.17 3.24 11.31
H -0.22 -0.87 13.35
H -4.28 5.82 12.38
H -1.83 -2.15 10.82
H -8.66 7.44 12.85
H -2.36 3.84 6.03
H -7.14 11.10 12.73
*
```